[1]
34
Properties=species:S:1:pos:R:3:mulliken_charge:R:1 method="wB97M-V/def2-TZVPD" charge=+2 spin_multiplicity=5 s_squared=6.018
Ru 0.1252 0.0479 0.0442 1.040
O 0.1634 -1.0372 -1.4748 -0.557
O 0.8376 0.0341 3.9436 -0.410
O 2.2335 0.8247 -0.1272 -0.343
O 0.3231 -3.1137 -2.3193 -0.396
O 0.0901 0.4824 1.8703 -0.461
N -3.6612 1.8745 -4.7087 -0.298
N 1.2252 -1.6366 0.8078 0.053
N -1.4399 1.2409 -0.5332 0.000
C -2.8961 2.0165 -2.2469 0.166
C 0.7245 -2.8188 0.0550 -0.295
C -3.4925 2.8971 -1.3422 0.053
C 0.6690 -0.3318 2.8403 0.336
C 3.1122 0.0149 0.7014 -0.487
C -1.8739 1.1949 -1.8125 -0.125
C -3.3211 1.9378 -3.6150 -0.302
C 2.6777 -1.4115 0.4651 -0.676
C -3.0423 2.9276 -0.0298 -0.845
C 0.9938 -1.7097 2.2768 -0.326
C 0.4071 -2.4161 -1.3820 0.430
C -2.0205 2.0904 0.3517 -0.260
H -1.6391 2.0741 1.3633 0.583
H 0.1327 -2.3493 2.4763 0.388
H 1.8553 -2.1274 2.7965 0.333
H 1.4506 -3.6320 0.0584 0.400
H 3.0343 0.3287 1.7440 0.406
H 4.1400 0.1432 0.3648 0.429
H 2.4776 1.7620 -0.0855 0.335
H -4.2982 3.5421 -1.6691 0.554
H -3.4828 3.5944 0.6977 0.446
H -0.1998 -3.1823 0.5082 0.326
H 3.2850 -2.1021 1.0529 0.435
H 2.8055 -1.6522 -0.5907 0.381
H -1.3959 0.4923 -2.4817 0.690

[2]
27
Properties=species:S:1:pos:R:3:mulliken_charge:R:1 method="wB97M-V/def2-TZVPD" relative_energy_ev=0.6048 smiles="CC1=CC=C(C)P1(=O)c1ccccc1"
P 0.0335 0.1210 1.3920 0.691
O 0.6070 0.4281 2.7055 -0.776
C -0.8300 -1.4432 1.2020 0.237
C -2.1245 2.4531 0.3529 -1.216
C 1.1887 0.2036 -0.0050 0.278
C 2.5365 0.4421 0.2409 -0.406
C 3.3454 0.8088 -0.8232 -0.489
C 1.5925 0.3058 -2.3299 -0.530
C -2.5798 -0.0400 0.5668 -0.164
C -2.0742 -1.3547 0.6775 -0.469
C 0.7457 0.1311 -1.3189 -0.070
C 0.0471 -2.6805 1.4374 -1.077
C 2.8646 0.7105 -2.1212 -0.406
C -1.7941 1.0362 0.7553 0.101
H 4.2591 1.1919 -0.6125 0.515
H -0.7645 -3.4525 1.1970 0.304
H -1.6540 3.2246 0.9502 0.363
H 2.8723 0.7742 1.2962 0.256
H -3.1396 2.5609 0.7030 0.421
H 3.6231 0.8854 -2.8611 0.368
H 0.8163 -2.6234 0.6620 0.308
H -3.5232 0.1496 -0.0260 0.290
H -2.0801 2.6633 -0.7246 0.231
H -0.3826 0.0389 -1.4788 0.220
H 1.1668 0.1519 -3.3270 0.340
H 0.4014 -2.7435 2.4568 0.299
H -2.6715 -2.1836 0.3504 0.380

[3]
Formula: C12H14BCdF3N6O2
Source: OMol25
Level of theory: ωB97M-V/def2-TZVPD

The geometry in XYZ format:
```
39
Properties=species:S:1:pos:R:3:mulliken_charge:R:1
Cd 2.8952 0.1617 -0.3275 0.385
F 3.2321 2.0382 3.7537 -0.220
F 3.0736 -0.1088 4.1546 -0.246
F 2.2109 1.3261 5.5939 -0.236
O 1.0301 1.3981 2.3357 -0.463
O 0.2413 0.2304 4.1204 -0.455
N 1.2088 1.4285 -1.1930 -0.382
N 0.6372 1.4861 -2.4502 0.282
N -1.1888 -0.1273 -3.2488 0.565
N 1.3110 -0.9720 -3.1581 0.415
N 2.0136 -1.2523 -1.9896 -0.453
N -1.8020 -0.1685 -2.0105 -0.699
C -3.0859 -0.4937 -2.2532 -0.245
C 2.6358 -2.4501 -2.1631 -0.188
C -1.1864 -1.1886 2.2348 -0.978
C 0.6335 3.5497 -1.6071 -0.879
C 1.6014 -1.9296 -4.0796 -0.215
C -2.0869 -0.3948 -4.2545 -0.310
C 2.4264 1.0900 4.2768 0.859
C 1.1166 0.9566 3.4630 0.356
C -3.3291 -0.6232 -3.6484 -0.695
C 2.4380 -2.8640 -3.4826 -0.734
C 1.1230 2.6673 -0.6391 -0.103
C 0.3217 2.7770 -2.7289 -0.166
B 0.3205 0.2491 -3.3992 -0.024
H 1.2487 -1.8519 -5.1103 0.384
H -1.7706 -0.3754 -5.3102 0.360
H -0.1005 3.0574 -3.6993 0.418
H -3.7942 -0.6146 -1.4397 0.399
H 2.8803 -3.7154 -3.9777 0.364
H 0.5469 0.6374 -4.5302 -0.091
H 1.3698 2.8442 0.4067 0.487
H 0.5233 4.6183 -1.5153 0.366
H -1.1347 -2.0148 2.9768 0.365
H 3.1739 -2.9515 -1.3576 0.407
H -4.2664 -0.8214 -4.1354 0.375
H -1.9714 -0.4583 2.5033 0.316
H -0.3870 -0.1456 3.3905 0.312
H -1.2156 -1.5823 1.1887 0.366
```

[4]
37
Properties=species:S:1:pos:R:3:mulliken_charge:R:1 method="wB97M-V/def2-TZVPD" charge=+2 spin_multiplicity=2 s_squared=0.830
Cu -0.1019 1.0325 0.3672 -0.365
N 0.5341 6.5469 1.7283 -0.234
N -0.8790 -0.9076 -1.6968 0.520
N 0.3297 1.8366 2.2447 -0.435
N -1.2641 -1.3664 0.7927 0.047
N -0.7024 0.4582 -1.5349 -0.616
N -1.0935 -0.1131 1.2850 0.082
N 1.7601 -1.0537 0.0117 -0.412
N 0.9243 -2.0979 -0.3390 0.275
N 0.1290 4.2168 2.4965 -0.307
C 2.9843 -1.6118 0.1547 -0.259
C -1.3189 -1.1694 -2.9400 0.016
C 1.2735 2.2789 -0.5444 -0.219
C -1.7351 0.0212 2.4666 0.182
C 2.9421 -3.0049 -0.1128 -0.842
C 0.1918 2.9842 2.3699 0.889
C -1.0151 1.0291 -2.7208 0.067
C 1.6073 -3.2605 -0.4289 -0.088
C -2.0433 -2.0303 1.6516 0.002
C 0.3387 5.3939 2.0906 0.611
C -2.3558 -1.1979 2.7311 -1.219
C -1.4166 0.0336 -3.6330 -1.079
B -0.6062 -1.8758 -0.5194 0.042
H 0.2846 2.7007 -0.0830 0.307
H 1.0893 -4.1656 -0.7049 0.446
H 2.0012 2.8847 0.0066 0.478
H -1.6932 0.9308 3.0484 0.479
H -1.5265 -2.1889 -3.2188 0.488
H -2.3079 -3.0395 1.4240 0.501
H -1.1014 -2.9288 -0.7628 -0.051
H 3.8466 -1.0232 0.4352 0.465
H -2.9533 -1.4396 3.5809 0.447
H -1.7364 0.1621 -4.6475 0.439
H 1.1685 2.4177 -1.6254 0.483
H 1.6616 1.1663 -0.4220 -0.097
H -0.9569 2.0997 -2.8611 0.530
H 3.7405 -3.7191 -0.0903 0.426

[5]
43
Properties=species:S:1:pos:R:3:mulliken_charge:R:1 method="wB97M-V/def2-TZVPD" charge=+3 spin_multiplicity=6 s_squared=8.770
Sm -0.0385 -5.2800 0.4180 1.871
F 3.1498 1.9398 1.7991 -0.286
F 3.1976 -0.6340 3.8819 -0.232
F 2.6530 1.6089 4.2171 -0.242
F 4.2189 -0.5229 1.2441 -0.295
F -5.3131 -0.0888 -1.2226 -0.295
F 0.0574 1.0832 4.4307 -0.197
F 0.2085 -1.0049 3.3067 -0.210
F 2.1849 -1.5643 1.2882 -0.272
F 0.9486 1.2451 1.7170 -0.247
F 1.1503 -0.6694 5.3455 -0.238
O -0.0782 -1.0680 -0.3948 -0.502
O 1.0383 -2.7274 -1.9937 -0.539
O -0.9039 -3.3914 -0.5835 -0.640
O -2.6217 -0.5903 -3.5218 -0.287
N -0.3289 -0.1233 -2.6931 -0.389
C -4.2063 0.4988 -0.5028 -0.002
C 2.3033 0.7889 1.9549 0.597
C -2.0703 1.3546 -1.8891 -0.038
C -1.8241 0.0785 -2.8515 0.218
C -0.9347 1.1422 -0.7361 -1.086
C 0.1826 0.0530 -1.2781 1.371
C 0.8607 -0.0188 4.1006 0.605
C 2.8099 0.0293 -0.6083 -1.181
C 2.8243 -0.3027 0.9340 0.922
C 2.3258 0.4022 3.5115 0.315
C -3.5530 1.6822 -1.3793 -0.817
C 1.5826 0.8345 -1.2078 -0.887
B 0.0562 -2.3416 -1.0287 0.758
H -1.3148 0.8443 0.3112 0.298
H -4.2530 2.0101 -2.2290 0.466
H 1.8565 1.1202 -2.2976 0.547
H 3.7854 0.5980 -0.8623 0.424
H -4.6416 0.9803 0.4431 0.306
H -1.8602 2.2389 -2.6133 0.352
H -0.9801 -3.2193 0.4060 0.378
H -0.0092 0.6868 -3.2759 0.482
H -3.4679 2.5992 -0.6741 0.393
H 1.5205 1.8501 -0.6574 0.338
H 0.5605 -3.1051 -2.7834 0.366
H -3.3834 -0.2661 -0.2682 0.002
H -0.5963 2.2203 -0.5710 0.548
H 2.9034 -0.9710 -1.1860 0.327

[6]
39
Properties=species:S:1:pos:R:3:mulliken_charge:R:1 method="wB97M-V/def2-TZVPD" charge=+2 relative_energy_ev=3.3218
Pb -0.3937 -0.7736 0.6595 1.210
F -1.9996 -4.7671 2.6050 -0.164
F -0.5692 -4.0506 1.0280 -0.203
F -3.1874 -2.7036 1.2033 -0.190
F -0.3233 -3.3655 3.0905 -0.214
F -2.4041 -1.7960 3.0337 -0.197
N -0.6073 0.2975 -3.3763 0.161
N -0.1729 -0.5901 -2.3926 -0.404
N 1.3968 1.8484 -1.5492 -0.261
N -1.3304 1.2218 -0.6053 0.008
N 0.7241 2.2734 -2.6588 0.368
N -1.5421 1.9355 -1.7816 -0.220
C -2.0101 -2.3521 1.8393 0.219
C -2.6998 2.6041 -1.6861 -0.070
C -2.2904 1.5952 0.2756 0.121
C 2.5930 3.4778 -2.5731 -0.698
C 0.6770 0.8450 2.3088 -1.253
C -3.2115 2.4241 -0.4012 -1.372
C -0.9223 -1.7518 -4.1698 -0.996
C -0.3186 -1.8225 -2.8938 -0.189
C 2.5409 2.5710 -1.4779 -0.186
C -1.2626 -3.6791 2.1624 0.764
C 1.4072 3.2431 -3.2984 0.054
C -1.0845 -0.3834 -4.4338 -0.125
B -0.6898 1.8160 -3.0908 0.257
H -2.9733 3.1745 -2.5644 0.460
H -1.2141 2.4112 -3.9989 -0.073
H 1.3784 1.6866 2.0695 0.397
H 0.8160 0.4669 3.3574 0.447
H 3.3439 4.2114 -2.8418 0.437
H -0.3014 1.5075 2.3860 0.422
H -4.1395 2.8321 -0.0270 0.421
H -0.0388 -2.7020 -2.3094 0.501
H 0.9297 3.6588 -4.2049 0.429
H 1.5745 0.2653 1.7216 0.341
H -1.4514 0.2069 -5.2789 0.430
H -1.2223 -2.5503 -4.8318 0.412
H 3.2726 2.4453 -0.6874 0.436
H -2.3091 1.2026 1.2961 0.521

[7]
33
Properties=species:S:1:pos:R:3:mulliken_charge:R:1 method="wB97M-V/def2-TZVPD" charge=+2 spin_multiplicity=2 s_squared=0.754 relative_energy_ev=3.2301
Hf 0.5375 -1.0872 -0.1747 1.408
Br -0.7033 6.8075 2.5104 -0.108
S 3.1622 1.3115 0.3085 0.073
O 1.3270 -2.6922 -1.3541 -0.296
O 0.6414 1.2689 -0.5306 -0.694
O 1.8815 2.4215 0.9581 -0.401
O -0.5149 -2.9089 0.5462 -0.381
C 2.7653 -2.9929 -1.5403 -0.711
C -0.9826 5.3480 1.3621 -0.158
C -2.3745 4.1804 -0.2265 -0.700
C -0.2364 3.2914 0.3855 0.449
C -1.4191 3.1910 -0.3533 -0.484
C 0.7874 2.2690 0.2492 0.936
C -0.0100 4.3739 1.2419 -0.353
C 0.0227 -4.1639 0.0008 -0.436
C 0.4588 -3.8691 -1.4067 -0.415
C 2.1932 0.0992 0.0965 -0.066
C -1.8873 -3.0369 1.0578 -0.707
C -2.1616 5.2540 0.6297 -0.285
H -1.5713 2.3654 -1.0340 0.414
H 3.1914 -3.3435 -0.6030 0.350
H 0.8527 -4.4696 0.6370 0.242
H -2.9113 6.0278 0.7265 0.436
H 1.0033 -4.7006 -1.8484 0.485
H -0.7490 -4.9314 0.0247 0.503
H 3.2247 -2.0633 -1.8560 0.286
H -2.5551 -3.2576 0.2280 0.372
H -0.3798 -3.6081 -2.0524 0.236
H 0.9101 4.4524 1.8022 0.555
H 2.8481 -3.7496 -2.3139 0.397
H -3.2901 4.1282 -0.7988 0.423
H -2.1556 -2.0904 1.5218 0.300
H -1.9053 -3.8245 1.8058 0.326

Which calculated total energy belongs to each record? In order, -29925.3371, -23989.2639, -39097.5592, -71375.3647, -68071.3550, -41100.9315, -103024.8721 eV.